65
Properties=species:S:1:pos:R:3 method="wB97M-V/def2-TZVPD" total_charge=+3 orbital_gap_ha=0.289
Sc -0.630 0.006 0.048
Br -6.325 -3.840 -0.460
C -4.773 -2.828 -0.420
C -3.530 -3.432 -0.580
C -2.410 -2.633 -0.521
N -2.459 -1.306 -0.339
C -3.667 -0.718 -0.217
C -4.839 -1.451 -0.233
C -3.652 0.763 -0.081
C -4.796 1.527 -0.185
C -4.699 2.913 -0.085
Br -6.217 3.964 -0.224
C -3.449 3.492 0.106
C -2.355 2.660 0.195
N -2.435 1.320 0.113
H -3.442 -4.495 -0.749
H -1.422 -3.063 -0.642
H -5.800 -0.977 -0.102
H -5.759 1.074 -0.362
H -3.330 4.563 0.176
H -1.366 3.076 0.336
C -0.186 2.420 3.165
C 0.736 2.519 1.990
C 1.706 3.502 1.892
C 2.493 3.564 0.744
C 2.327 2.652 -0.287
C 1.348 1.665 -0.134
N 0.591 1.617 0.999
N 1.025 0.641 -0.992
Si 1.556 0.289 -2.649
C 1.339 1.765 -3.742
C 0.412 -1.114 -3.137
C 3.332 -0.280 -2.596
H 0.371 2.446 4.103
H -0.778 1.505 3.134
H -0.868 3.271 3.186
H 1.832 4.219 2.691
H 3.239 4.344 0.650
H 2.909 2.714 -1.197
H 0.310 2.131 -3.721
H 1.561 1.485 -4.775
H 1.998 2.598 -3.491
H -0.233 -0.837 -3.973
H -0.256 -1.442 -2.326
H 0.967 -2.005 -3.435
H 4.018 0.506 -2.264
H 3.667 -0.570 -3.594
H 3.447 -1.170 -1.967
N 3.529 -0.282 0.849
C 2.681 -0.781 1.995
P 1.518 -2.037 1.306
O 0.119 -1.427 1.315
O 2.118 -2.501 0.022
C 1.516 -3.545 2.378
N 1.818 -4.720 1.482
H 3.756 0.711 0.955
H 3.032 -0.398 -0.051
H 4.400 -0.808 0.764
H 2.132 0.069 2.394
H 3.344 -1.169 2.766
H 0.564 -3.701 2.879
H 2.297 -3.495 3.135
H 2.189 -4.341 0.587
H 0.983 -5.272 1.275
H 2.502 -5.356 1.898